Density functional theory data (ωB97M-V with the def2-TZVPD basis set) for 4 unconnected molecules or ions with the total composition CH2NO3P in a non-equilibrium geometry.

Calculated values
charge: -2
energy relative to the best compared isomer or geometry (same formula, charge and spin): 16.9 kcal/mol
highest occupied orbital energy: -0.65 eV
DFT total energy: -17990.987 eV

The geometry in XYZ format:
```
8
Properties=species:S:1:pos:R:3:mulliken_charge:R:1
C -2.239 1.445 0.799 0.362
H 0.741 -1.565 -2.499 0.334
O 1.448 -1.545 -0.117 -0.489
O 2.200 0.112 1.604 -0.502
O -1.783 0.367 1.103 -0.666
N -2.724 2.483 0.549 -0.682
H 0.920 -1.204 -1.758 -0.400
P 1.436 -0.093 0.319 0.042
```